Entry 1:
{
  "formula": "C26H33N3O2",
  "method": "ωB97M-V with the def2-TZVPD basis set",
  "max_force_ha_per_bohr": 0.016,
  "smiles": "COc1cccc(C[C@@]2(CO)CCCN(Cc3cn[nH]c3-c3cc(C)ccc3C)C2)c1",
  "e_homo_ev": -8.2555,
  "e_tot_ev": -36063.1867,
  "symbols": ["O", "O", "N", "N", "N", "C", "C", "C", "C", "C", "C", "C", "C", "C", "C", "C", "C", "C", "C", "C", "C", "C", "C", "C", "C", "C", "C", "C", "C", "C", "C", "H", "H", "H", "H", "H", "H", "H", "H", "H", "H", "H", "H", "H", "H", "H", "H", "H", "H", "H", "H", "H", "H", "H", "H", "H", "H", "H", "H", "H", "H", "H", "H", "H"],
  "xyz": [[1.6953, -4.0704, -4.5232], [0.0929, 0.2131, -2.2735], [-0.1423, 4.1096, -1.4760], [-2.1818, 0.8097, 0.2884], [0.7332, 3.9433, -0.4887], [1.1565, -4.1129, -3.2706], [2.8301, 1.9674, 2.9178], [-3.4810, -1.1878, -0.1994], [-1.0924, 2.9512, 0.2047], [0.4717, -3.1575, -1.1620], [1.0721, 3.0106, 4.1895], [-3.3340, 0.0362, 0.7024], [0.6873, -5.3581, -2.8506], [-1.0031, -0.6154, -1.9524], [0.4837, 3.4056, 5.5096], [-0.9787, 0.0248, 0.4731], [0.9694, 2.9331, 1.7685], [-0.9626, -1.1537, -0.5074], [2.8152, 1.8227, 0.4236], [0.1275, -5.4951, -1.5979], [2.1701, -2.8362, -5.0041], [0.3410, -1.9513, -0.2781], [2.2874, 2.3372, 4.1322], [-1.2444, 3.5059, -1.0790], [-2.1974, -2.0173, -0.2246], [0.0164, -4.4022, -0.7534], [1.0527, -3.0218, -2.4184], [2.1899, 2.2537, 1.7182], [0.4271, 3.2985, 2.9990], [-2.0867, 2.1113, 0.9350], [0.2166, 3.2514, 0.5569], [2.0687, 1.6219, -0.3417], [2.5188, -3.0296, -6.0176], [1.3783, -2.0809, -5.0303], [1.4129, -2.0489, -2.7129], [2.8088, 2.1003, 5.0484], [-3.0713, 2.5847, 0.8791], [-0.4287, 3.9806, 5.3738], [0.3789, -2.2573, 0.7699], [1.6522, 4.3501, -0.5541], [-0.1078, 0.6590, 0.3009], [-4.3070, -1.8033, 0.1623], [3.7727, 1.4390, 2.8947], [-0.9665, -1.4564, -2.6491], [1.1933, 4.0050, 6.0781], [-0.2272, -6.4629, -1.2751], [-2.1116, 3.4838, -1.7075], [-1.8017, 2.0191, 1.9978], [-0.0776, 1.0835, -1.8980], [-3.7300, -0.8565, -1.2074], [-0.5117, 3.8344, 3.0126], [-2.2808, -2.8080, -0.9722], [1.1771, -1.2754, -0.4688], [0.7781, -6.1974, -3.5216], [-1.9375, -0.0696, -2.1073], [-4.2263, 0.6625, 0.6186], [0.2509, 2.5194, 6.0994], [3.0036, -2.4635, -4.3999], [-3.2411, -0.2886, 1.7566], [-2.0661, -2.4908, 0.7517], [3.4867, 2.5961, 0.0477], [-0.9048, -0.3556, 1.5100], [-0.4204, -4.5218, 0.2268], [3.4053, 0.9214, 0.5753]],
  "atomic_forces_ev_per_a": [[-0.2, -0.3, 0.2], [0.3, 0.2, 0.0], [0.1, 0.3, -0.8], [0.0, 0.1, 0.1], [-0.1, -0.1, 0.3], [0.0, -0.1, 0.0], [0.0, 0.0, 0.1], [0.0, 0.0, 0.2], [0.4, 0.1, 0.3], [0.1, -0.2, 0.2], [0.0, 0.0, 0.0], [-0.2, -0.1, -0.2], [0.1, 0.1, -0.2], [-0.4, -0.3, 0.2], [0.0, 0.0, 0.0], [0.1, -0.2, -0.3], [0.2, -0.1, 0.2], [0.2, 0.0, 0.0], [0.0, 0.0, 0.0], [0.0, 0.0, -0.1], [0.1, 0.2, -0.1], [-0.2, 0.2, -0.1], [0.0, 0.0, -0.1], [0.3, 0.0, 0.3], [0.0, 0.2, -0.2], [0.0, 0.1, 0.1], [0.1, 0.0, -0.3], [-0.1, 0.0, 0.0], [0.1, 0.0, 0.0], [0.1, 0.0, 0.0], [-0.5, 0.0, -0.2], [0.0, -0.1, -0.1], [0.0, 0.1, 0.1], [0.0, 0.0, 0.0], [0.1, 0.1, -0.1], [0.1, 0.0, 0.1], [0.0, 0.0, 0.1], [-0.1, 0.0, 0.1], [0.0, 0.0, 0.0], [-0.1, 0.0, 0.0], [0.0, 0.0, 0.0], [0.0, 0.0, -0.1], [0.1, -0.1, 0.0], [-0.1, 0.0, 0.1], [0.0, 0.1, 0.1], [0.0, -0.1, 0.0], [-0.2, 0.0, -0.2], [-0.1, 0.0, -0.1], [0.0, 0.1, -0.1], [-0.1, 0.0, 0.0], [-0.1, 0.1, 0.0], [0.0, -0.1, 0.0], [0.0, 0.0, 0.1], [0.0, -0.1, -0.1], [0.1, -0.1, 0.0], [0.0, 0.0, 0.1], [-0.1, 0.0, 0.1], [0.0, 0.0, 0.0], [0.0, 0.0, 0.0], [0.0, -0.1, 0.0], [0.1, 0.0, -0.1], [0.0, 0.0, 0.0], [0.0, 0.0, 0.1], [0.1, 0.0, 0.0]]
}


Entry 2:
{
  "formula": "C26H33N3O6",
  "method": "ωB97M-V with the def2-TZVPD basis set",
  "max_force_ha_per_bohr": 0.017,
  "smiles": "CCN(CC)CCN1C(=O)C(=O)/C(=C(/O)c2c(C)[nH]c(C(=O)OC)c2C)[C@H]1c1ccc(OC)cc1",
  "e_homo_ev": -8.2308,
  "e_tot_ev": -44253.2702,
  "symbols": ["O", "O", "O", "O", "O", "O", "N", "N", "N", "C", "C", "C", "C", "C", "C", "C", "C", "C", "C", "C", "C", "C", "C", "C", "C", "C", "C", "C", "C", "C", "C", "C", "C", "C", "C", "H", "H", "H", "H", "H", "H", "H", "H", "H", "H", "H", "H", "H", "H", "H", "H", "H", "H", "H", "H", "H", "H", "H", "H", "H", "H", "H", "H", "H", "H", "H", "H", "H"],
  "xyz": [[-2.7067, -5.7986, 2.2288], [-0.7336, -1.9040, -1.6774], [-4.2142, -4.5190, 1.1479], [0.2437, 0.1887, 2.0233], [-0.3304, 0.1291, -3.8090], [5.7480, 1.9850, 1.0992], [-1.2250, 3.8811, -1.4328], [-0.8213, -3.9225, 2.1739], [0.2424, 1.4123, -2.0117], [-0.7785, 3.5155, -2.7668], [1.8151, 1.5003, -0.1420], [4.1374, 0.8874, -0.3731], [-3.6868, -6.8206, 2.3064], [-0.1707, 0.2785, -2.6149], [2.1635, 2.3808, 0.8741], [1.3677, -2.8207, 2.5767], [0.4875, 2.6410, -2.7178], [-2.0292, -3.6878, 1.5619], [-0.4051, -0.7490, -1.5095], [2.8129, 0.7566, -0.7528], [-0.0199, -2.8490, 2.0397], [-3.7175, 4.0842, -1.8025], [-0.1366, -0.0505, -0.2632], [-0.9944, 5.2699, -1.0829], [0.4916, 5.5743, -0.9173], [-0.7119, -1.8914, 1.3044], [4.4821, 1.7733, 0.6422], [6.8068, 1.2800, 0.4985], [-2.5486, 3.3940, -1.0907], [-3.1020, -4.6619, 1.5942], [-3.0772, -1.7590, 0.2410], [0.3749, 1.3341, -0.5737], [-1.9906, -2.4206, 0.9990], [3.4783, 2.5167, 1.2647], [-0.1980, -0.5655, 0.9857], [-4.0188, -7.1042, 1.3057], [-2.5718, 2.3240, -1.3157], [0.9474, 4.8663, -0.2305], [1.3655, -2.7694, 3.6671], [-2.6723, 3.5091, -0.0085], [2.5544, 0.0645, -1.5418], [7.7095, 1.6142, 1.0075], [3.7599, 3.1976, 2.0523], [4.8862, 0.2946, -0.8742], [6.8884, 1.5088, -0.5689], [-0.2362, 2.1115, -0.1006], [0.7765, 2.3816, -3.7401], [6.6974, 0.1986, 0.6309], [-0.5859, -4.7935, 2.6210], [-3.6071, 4.0121, -2.8820], [-3.2114, -7.6618, 2.8048], [-4.0399, -2.1672, 0.5346], [1.0119, 5.5183, -1.8696], [1.3064, 3.1652, -2.2223], [-3.0580, -0.6816, 0.3924], [1.9014, -3.7250, 2.2875], [-3.7711, 5.1351, -1.5287], [-2.9327, -1.9549, -0.8217], [-4.5517, -6.4753, 2.8769], [0.1192, -0.2895, 2.8534], [-1.5508, 2.9372, -3.2807], [-1.4189, 5.9626, -1.8303], [1.3947, 2.9545, 1.3696], [-0.5677, 4.4046, -3.3730], [-4.6518, 3.6062, -1.5201], [1.9093, -1.9630, 2.1859], [0.6168, 6.5789, -0.5199], [-1.4983, 5.4544, -0.1305]],
  "atomic_forces_ev_per_a": [[0.3, 0.3, 0.0], [0.1, 0.4, -0.3], [0.2, 0.0, 0.0], [0.0, 0.1, -0.1], [-0.1, -0.1, 0.1], [-0.3, 0.1, 0.1], [-0.1, 0.1, 0.0], [0.2, 0.0, 0.1], [-0.1, 0.0, 0.2], [0.4, -0.2, 0.0], [0.1, 0.1, -0.1], [0.3, 0.0, 0.0], [-0.4, -0.2, 0.0], [0.0, 0.1, -0.7], [0.1, -0.1, -0.2], [0.0, -0.1, 0.1], [-0.2, 0.2, -0.4], [-0.1, 0.6, -0.3], [-0.2, -0.7, 0.4], [-0.2, 0.2, 0.1], [0.1, 0.2, -0.1], [0.3, -0.1, 0.1], [0.1, 0.2, 0.6], [0.2, 0.0, 0.0], [-0.3, 0.0, 0.0], [0.1, -0.3, 0.4], [-0.2, 0.1, 0.1], [0.2, -0.1, -0.1], [-0.2, 0.1, 0.0], [-0.3, -0.2, 0.1], [-0.1, -0.1, -0.1], [0.1, -0.1, 0.6], [-0.1, -0.5, 0.3], [0.3, 0.0, 0.0], [-0.1, 0.0, -0.4], [0.0, 0.0, 0.1], [0.0, 0.0, 0.1], [0.1, -0.1, 0.1], [0.1, 0.0, 0.0], [0.0, -0.1, 0.0], [0.0, -0.1, -0.1], [0.0, -0.1, -0.1], [0.0, 0.1, 0.1], [0.1, 0.0, 0.0], [0.0, 0.0, 0.0], [0.1, -0.1, -0.1], [0.1, 0.0, 0.1], [0.0, 0.0, 0.0], [0.0, 0.1, 0.0], [0.0, 0.0, -0.1], [0.0, 0.0, 0.0], [-0.1, 0.1, 0.0], [0.1, 0.0, -0.1], [0.0, 0.0, 0.0], [0.0, 0.1, 0.0], [0.1, 0.0, 0.0], [0.0, 0.1, 0.0], [-0.1, 0.0, 0.0], [0.1, -0.1, 0.0], [-0.1, 0.0, -0.1], [0.0, 0.1, 0.0], [-0.1, 0.0, 0.1], [-0.1, 0.1, 0.1], [-0.1, 0.0, 0.0], [-0.1, 0.0, 0.0], [0.1, 0.0, 0.0], [0.1, 0.1, 0.0], [0.0, 0.0, 0.0]]
}


Entry 3:
{
  "formula": "C26H34Cl2N8O5P2Zr",
  "method": "ωB97M-V with the def2-TZVPD basis set",
  "charge": 2,
  "max_force_ha_per_bohr": 0.035,
  "e_homo_ev": -12.9418,
  "e_tot_ev": -94570.0219,
  "symbols": ["Zr", "Cl", "Cl", "P", "P", "O", "O", "O", "O", "O", "N", "N", "N", "N", "N", "N", "N", "N", "C", "C", "C", "C", "C", "C", "C", "C", "C", "C", "C", "C", "C", "C", "C", "C", "C", "C", "C", "C", "C", "C", "C", "C", "C", "C", "H", "H", "H", "H", "H", "H", "H", "H", "H", "H", "H", "H", "H", "H", "H", "H", "H", "H", "H", "H", "H", "H", "H", "H", "H", "H", "H", "H", "H", "H", "H", "H", "H", "H"],
  "xyz": [[0.3765, 0.9801, 0.2745], [-0.0163, -0.4842, 7.2774], [-2.3927, 1.5384, 6.5892], [0.4404, -1.3814, -1.4370], [-2.2179, -0.7217, -0.7716], [2.1097, 1.5895, 0.8326], [-1.5746, 0.5929, -0.3630], [-0.9931, 4.0860, 2.5891], [0.6233, -1.0324, 0.0347], [-1.1438, -1.5596, -1.6891], [1.2178, -2.7083, -1.8364], [-0.4424, 1.9486, 1.8876], [-0.0961, 2.9689, -0.6624], [0.7393, 0.0038, -2.3234], [-3.4204, -0.4605, -1.8117], [3.7791, -0.6228, 0.0139], [-2.4369, -1.6746, 0.5094], [1.7783, 0.0932, 2.6407], [5.8628, -0.9617, 1.8250], [4.9033, -1.2495, -0.3369], [2.1275, 0.5750, -2.3124], [-0.7112, 3.2934, 1.7287], [1.1723, -3.1952, -3.2294], [3.6902, -0.1844, 1.2675], [2.4322, 0.5382, 1.6482], [0.1573, 0.0576, -3.6963], [-0.1620, 0.2451, 5.7294], [-4.3153, 0.6971, -1.5890], [4.6926, -0.3296, 2.2095], [-0.0666, 3.4056, -1.9297], [-0.3313, 1.3976, 3.1972], [5.9722, -1.4334, 0.5268], [0.7150, 0.5206, 3.4873], [-1.1427, 5.0181, -0.0180], [0.7622, -0.0582, 4.7524], [-1.1065, 5.4573, -1.3314], [-1.2739, 1.6920, 4.1682], [-2.6645, -1.1206, 1.8580], [-0.6469, 3.7684, 0.2830], [-4.0627, -1.5876, -2.5128], [-2.9542, -3.0421, 0.3210], [-0.5622, 4.6297, -2.3052], [1.3748, -3.7715, -0.8106], [-1.1963, 1.1314, 5.4303], [-4.9025, -1.9870, -1.9428], [1.4299, -3.3430, 0.1855], [0.5483, -4.4818, -0.8679], [0.2284, -3.6996, -3.4458], [-3.7266, -1.1205, 2.1094], [-5.2019, 0.4043, -1.0233], [-2.6900, -3.4326, -0.6611], [6.8712, -1.9264, 0.1823], [0.3898, 2.7518, -2.6569], [1.9877, -3.9017, -3.3657], [2.1259, 1.4823, -2.9099], [0.8901, -0.2926, -4.4220], [4.5533, 0.0444, 3.2164], [-0.7475, -0.5374, -3.7703], [6.6770, -1.0818, 2.5293], [-2.0739, 2.3825, 3.9490], [-3.7970, 1.4927, -1.0606], [-4.0385, -3.0762, 0.4375], [-2.2966, -0.1023, 1.9316], [1.3192, -2.3788, -3.9335], [-2.5034, -3.6893, 1.0726], [-3.3463, -2.3840, -2.7058], [2.3090, -4.2930, -1.0111], [-4.6301, 1.0741, -2.5614], [1.5667, -0.7479, 4.9693], [-1.5366, 5.6163, 0.7923], [-0.5114, 4.9338, -3.3418], [-1.4957, 6.4332, -1.5944], [-4.4327, -1.2298, -3.4714], [4.9553, -1.6140, -1.3584], [2.8558, -0.1174, -2.7319], [-2.1321, -1.7362, 2.5822], [-0.0955, 1.0887, -3.9307], [2.4544, 0.8198, -1.3062]],
  "atomic_forces_ev_per_a": [[-0.7, 0.9, 0.1], [0.0, 0.0, 0.0], [0.0, 0.0, 0.0], [-0.5, 0.1, 0.0], [0.5, 0.3, -0.3], [1.7, 0.1, 0.5], [-1.4, -0.9, -0.4], [0.0, 0.1, 0.1], [0.3, -0.8, -0.6], [0.0, 0.0, 0.2], [0.1, -0.4, -0.1], [-0.1, 0.5, 0.4], [-0.3, 0.4, 0.2], [0.3, -0.3, -0.1], [-0.3, 0.0, -0.2], [0.0, 0.0, -0.1], [-0.3, -0.1, 0.3], [-0.4, 0.2, 0.1], [0.1, 0.0, 0.0], [0.0, 0.0, 0.0], [-0.2, -0.2, -0.2], [0.0, -0.3, -0.2], [0.1, 0.0, 0.1], [-0.1, 0.2, -0.1], [0.5, 0.0, 0.3], [0.0, 0.2, 0.2], [-0.1, 0.0, 0.1], [0.0, -0.1, -0.1], [0.0, -0.1, 0.2], [0.2, -0.2, 0.1], [-0.1, 0.3, -0.3], [0.0, 0.0, 0.0], [0.4, -0.2, -0.1], [0.0, 0.1, 0.0], [0.2, -0.1, 0.0], [0.0, 0.0, 0.0], [-0.1, 0.0, 0.0], [0.0, -0.1, 0.0], [0.1, -0.1, 0.0], [0.1, 0.1, 0.0], [0.1, 0.1, 0.1], [-0.1, 0.3, -0.1], [0.1, 0.0, -0.2], [0.0, 0.0, 0.1], [0.0, 0.0, 0.0], [0.0, 0.1, 0.0], [0.0, 0.0, 0.0], [0.0, 0.0, 0.0], [0.0, 0.0, 0.0], [0.0, 0.0, 0.0], [0.0, 0.1, 0.0], [0.0, 0.0, 0.0], [0.0, 0.0, 0.0], [0.0, 0.0, 0.0], [-0.1, 0.0, -0.1], [0.0, 0.0, 0.0], [0.0, 0.0, -0.1], [0.0, 0.0, 0.0], [0.0, 0.0, 0.0], [0.0, 0.0, 0.0], [0.1, 0.0, 0.0], [0.0, 0.0, 0.0], [0.0, 0.1, -0.1], [0.0, 0.0, 0.0], [0.0, 0.0, 0.0], [0.0, 0.0, 0.0], [0.0, 0.0, 0.0], [0.0, 0.0, 0.0], [0.0, 0.0, 0.0], [0.0, 0.0, 0.0], [0.0, 0.0, 0.0], [0.0, 0.0, 0.0], [0.0, 0.0, 0.0], [0.0, 0.0, 0.0], [0.0, -0.1, 0.0], [0.0, 0.0, 0.0], [0.0, 0.0, 0.0], [0.2, -0.1, 0.0]]
}


In eV, the LUMO values for the records above are, in order, 0.72; 0.09; -5.85.
In kcal/mol, the energy above the lowest of the compared OMol25 structures with the same formula, charge and spin values for the records above are, in order, 52.7; 16.5; 68.6.